Entry 1:
Entry from OMol25: a molecular structure, C45H51BeN8O2 at a distorted geometry (ωB97M-V/def2-TZVPD).

Properties
**2S+1**: 1
**Charge**: +1
**LUMO energy**: -4.36 eV

Element x y z (Å)
O -0.7216 0.6762 0.5128
O -2.5431 -5.5343 -3.8314
N 0.7171 3.3922 -1.6338
N 2.6158 -3.1944 -2.1770
N 2.8191 2.1441 0.1178
N -6.8262 -1.3464 1.8736
N 1.4571 1.3747 2.8715
N -0.9972 3.0726 3.1944
N 1.7961 -5.9258 1.9434
N -1.6828 4.0953 0.1536
C -6.1883 -2.5609 1.9272
C -2.3658 5.2055 0.6592
C 4.4362 3.5151 -1.0030
C -4.6663 -0.2148 1.5687
C 3.2308 -4.6307 -4.4889
C 3.4837 1.4602 4.2984
C 0.8078 5.1488 -3.2671
C 2.3580 -4.5146 -2.2067
C 2.3101 -0.6458 3.8415
C 5.0066 2.4287 -1.6739
C -0.9292 4.1020 4.1531
C -1.7243 -3.6512 -2.5787
C 0.4427 -0.8759 -1.0597
C 2.4804 2.0955 3.4731
C 3.4841 -3.2113 -4.4169
C 3.3188 0.0642 4.5128
C 3.4103 3.3571 -0.1190
C 4.5206 1.1739 -1.2952
C 1.6743 2.9787 -3.8821
C -0.0923 -4.3495 0.6981
C 0.8101 -6.5176 1.1723
C -1.6518 -4.7089 -3.6313
C -6.0657 -0.2225 1.7122
C -1.5641 4.0916 5.3384
C 3.5134 0.9900 -0.3192
C 1.2876 2.5506 -2.5438
C 1.3644 4.2825 -4.2353
C 0.4809 4.6498 -2.0025
C -0.7252 -0.6081 -0.0887
C -4.0587 -1.4466 1.6667
C -0.5872 -4.4395 -4.6380
C 0.8607 -3.7586 1.5290
C 3.0617 -2.5744 -3.2500
C -2.4728 3.0652 5.6692
C -2.5947 2.0280 4.7609
C 2.6968 -5.2858 -3.3365
C -3.4457 3.9294 -1.4832
C -3.5807 5.6695 0.1409
C 1.4095 0.0942 3.0855
C -0.1176 -5.7069 0.4894
C -1.9031 2.0657 3.5595
C -2.3150 3.4092 -0.8896
C -4.0620 5.0759 -0.9721
C -4.8084 -2.6108 1.8948
C 1.8218 -4.5543 2.1297
Be 0.4360 2.8906 1.0027
H -2.9654 2.9208 6.6194
H -4.3394 -3.5824 1.9451
H 1.4884 4.5662 -5.2700
H -0.4410 -3.3677 -4.7719
H 0.5412 -0.2909 -1.9741
H -4.1316 0.6969 1.3463
H -3.3552 1.2763 4.9124
H 2.2145 2.2770 -4.5003
H -6.7905 -3.4347 2.1277
H 3.0039 4.2395 0.3528
H 1.3250 -0.9330 -0.4222
H -2.0928 1.3039 2.8179
H -1.5899 -0.8811 -0.6935
H -0.3430 4.9946 3.9918
H -4.9371 5.4682 -1.4688
H 3.5548 -5.2421 -5.3181
H -2.0532 5.6178 1.6071
H -0.7620 -1.2993 0.7534
H 0.5352 6.1785 -3.4451
H 0.6546 -0.5026 2.5950
H -1.8976 2.4997 -1.2957
H 0.8778 -7.5906 1.0697
H 0.2167 -5.0778 -4.2713
H -0.7404 -3.6104 0.2508
H -4.1812 6.4530 0.5790
H 0.8627 -2.8156 2.0554
H 5.8113 2.5206 -2.3883
H 0.1854 -1.8462 -1.4845
H -3.9436 3.3072 -2.2122
H -0.7136 -3.5241 -2.1907
H 2.1193 -4.9542 -1.2496
H -1.3779 4.9620 5.9500
H 4.7832 4.5166 -1.2106
H 3.9183 -2.6852 -5.2542
H -2.9901 -1.4708 1.5124
H 2.2915 -4.2331 3.0477
H -6.5149 0.7596 1.7212
H -0.8702 -6.2002 -0.1078
H -1.8477 -2.7416 -3.1665
H 2.2804 3.1568 3.4801
H -2.4470 -3.8618 -1.7904
H 0.1075 5.3319 -1.2530
H 2.1599 -1.6839 4.0989
H 2.4385 -6.3169 -3.1454
H 5.0422 0.3329 -1.7277
H 4.2906 2.0438 4.7165
H 3.1991 0.0376 0.0815
H 3.2006 -1.5101 -3.1296
H -0.9412 -4.9083 -5.5562
H 4.0786 -0.4401 5.0914
H 1.6625 1.5560 -2.3523

=====

Entry 2:
Entry from OMol25: C4H7NO in the gas phase at a distorted geometry (ωB97M-V/def2-TZVPD).

Properties
**2S+1**: 1
**Charge**: 0
**LUMO energy**: 0.94 eV

Element x y z (Å)
O 2.2870 0.7142 -0.8791
N 0.2934 1.3307 0.0529
C 0.7313 -0.9568 -0.1419
C 1.2344 0.4338 -0.3513
C -0.6990 -0.8133 0.3162
C -1.0435 0.6798 0.2270
H 0.5046 2.2925 -0.2083
H -1.3545 -1.3932 -0.3341
H -0.8098 -1.2108 1.3189
H -1.5131 1.0894 1.1185
H 1.3643 -1.4881 0.5669
H 0.8004 -1.4533 -1.1071
H -1.7956 0.7752 -0.5785

=====

Entry 3:
Entry from OMol25: 15 unconnected molecules or ions with the total composition H30O15 at a distorted geometry (ωB97M-V/def2-TZVPD).

Properties
**2S+1**: 1
**Charge**: 0
**LUMO energy**: -1.03 eV

Element x y z (Å)
O 3.8177 0.1384 -1.8360
O -2.1756 4.1951 -0.3222
O 0.1336 -0.1625 -0.5623
O 5.9184 0.2551 -0.5026
O -2.1743 0.5864 -3.4538
O 2.4025 3.2848 0.0501
O -3.9171 2.2416 1.0892
O -3.4363 -2.4146 -1.3297
O -1.6156 -3.3667 0.0998
O -2.6938 0.8353 -1.0095
O -3.8292 -1.7193 1.1322
O 4.4326 -1.7219 0.4163
O -1.6372 -0.7795 3.2866
O 1.9143 -2.8842 -0.7048
O 2.5744 1.2592 3.1275
H 1.6662 -1.9769 -0.5550
H 2.1942 1.3914 2.1696
H 4.2911 -2.5295 0.7697
H 3.5251 -1.4480 0.1759
H -0.0017 0.7678 -0.9905
H -3.1148 1.6602 -1.3097
H -2.7186 -2.3307 -1.9880
H 5.8110 -0.7548 -0.4703
H -2.5749 0.2735 -2.6448
H -1.6272 -3.1292 1.0776
H 2.9446 -0.0265 -1.8676
H 1.9297 0.6473 3.4679
H -1.7544 1.2353 -0.8325
H -4.2500 1.3825 1.4919
H 1.0946 -3.3648 -0.5118
H -1.3338 1.1152 -3.3922
H 3.3043 3.1322 0.5171
H 2.5375 3.8047 -0.7351
H -4.3098 -2.0725 1.9507
H 1.0326 0.0281 -0.2258
H -1.1140 0.0172 3.3627
H -3.4431 -3.3252 -0.8926
H -2.9014 -1.7308 1.2689
H 4.0625 -0.3425 -1.0016
H -3.5269 2.1114 0.2416
H -1.2148 -2.6472 -0.3695
H -1.0999 -1.4868 3.5673
H -2.8514 4.4309 -0.9100
H -1.3925 4.7181 -0.5786
H 5.1213 0.7023 -0.2664

=====

Entry 4:
Entry from OMol25: a molecular structure, C4H7CaO3 at a distorted geometry (ωB97M-V/def2-TZVPD).

Properties
**2S+1**: 2
**Charge**: +2
**LUMO energy (alpha / beta)**: -10.17 / -10.22 eV

Element x y z (Å)
Ca -2.6263 -0.8750 3.2060
O -1.0374 -1.6107 2.0458
O 0.7883 2.4171 -0.1501
O 0.5762 -2.0736 0.6144
C -1.0541 1.7038 -1.4947
C 1.7654 -1.5936 -0.0543
C 0.0247 -1.3513 1.5036
C -0.1445 1.6562 -0.3190
H 2.4332 -1.1789 0.7059
H -0.4487 0.9165 0.5591
H 1.4579 -0.6804 -0.7069
H -1.4424 0.6895 -1.6738
H -0.5473 2.0907 -2.3844
H -1.9271 2.3250 -1.2432
H 2.1820 -2.4352 -0.6083

=====

Entry 5:
Entry from OMol25: C4H6O2 in the gas phase (ωB97M-V/def2-TZVPD).

Properties
**2S+1**: 1
**Charge**: 0
**LUMO energy**: -0.20 eV

Element x y z (Å)
O -0.5835 -1.4949 -0.6320
O 0.5405 1.5394 0.5680
C 1.4660 -0.4060 -1.2575
C -1.4497 0.3852 1.2799
C 0.1754 -0.5599 -0.5016
C -0.1830 0.5706 0.4884
H 1.4500 0.5202 -1.8401
H 2.3092 -0.3232 -0.5638
H 1.6015 -1.2647 -1.9162
H -2.3058 0.6831 0.6638
H -1.4197 1.0147 2.1705
H -1.6009 -0.6645 1.5407

=====

Entry 6:
Entry from OMol25: ClN2O3P in the gas phase at a distorted geometry (ωB97M-V/def2-TZVPD).

Properties
**2S+1**: 1
**Charge**: 0
**LUMO energy (alpha / beta)**: -1.72 / -1.43 eV

Element x y z (Å)
Cl -2.0941 0.9020 0.0267
P -0.6126 -0.5270 0.0093
O 1.5122 0.6250 -0.8053
O 1.4219 0.7400 0.8097
O -1.2102 -1.8308 -0.0176
N 0.4797 0.0372 1.1765
N 0.5032 0.0536 -1.1993

=====

Result set for electronic energy: -63895.8376 -7799.4041 -31195.4653 -28823.0019 -8339.9025 -30929.0430 eV, one per record in the order listed.
Result set for relative energy (zero: lowest compared OMol25 entry of this formula, charge and spin): 1.3952 0.2403 6.2003 0.5710 0.5586 0.1259 eV, one per record in the order listed.